# C60H120O30S15

A cluster of 15 separate species, C60H120O30S15 in total at a distorted geometry (the ωB97M-V functional and the def2-TZVPD basis, the OMol25 dataset).

Summary:
DFT total energy in eV: -288109.6453
Maximum force in eV/A: 4.27
Net charge: 0
Relative energy (zero: lowest compared OMol25 entry of this formula, charge and spin) in kcal/mol: 103.59
Orbital gap in eV: 9.491

Last column: Mulliken charge in e.
Positions of all 225 atoms, in Å:
C -2.196 -6.530 -3.749  -0.205
C -2.328 -5.369 -4.667  -0.648
C -1.235 -4.334 -4.360  1.023
S 0.293 -5.316 -4.098  0.957
O 0.935 -4.935 -2.884  -0.333
O 1.051 -5.275 -5.367  -0.725
C -0.663 -6.894 -3.904  -0.876
H -2.737 -7.430 -4.041  0.417
H -2.539 -6.194 -2.771  -0.133
H -3.237 -4.788 -4.511  0.299
H -2.299 -5.752 -5.687  0.428
H -1.353 -3.931 -3.354  -0.377
H -0.901 -3.607 -5.100  -0.698
H -0.131 -7.368 -3.080  0.434
H -0.513 -7.568 -4.747  0.385
C 0.921 -3.348 4.944  -0.726
C 2.291 -3.417 5.391  -0.344
C 3.174 -3.983 4.201  -1.199
S 2.216 -3.698 2.747  1.151
O 1.747 -5.028 2.336  -0.764
O 2.912 -2.794 1.800  -0.025
C 0.798 -2.917 3.464  0.913
H 0.451 -2.707 5.690  0.339
H 0.337 -4.266 5.008  0.247
H 2.412 -3.982 6.315  0.569
H 2.726 -2.460 5.679  -0.190
H 3.210 -5.069 4.284  0.575
H 4.219 -3.815 3.941  0.506
H -0.090 -3.056 2.847  -0.121
H 0.889 -1.834 3.384  -0.736
C -4.128 -0.599 -0.470  -0.071
C -4.111 -0.419 -2.015  0.632
C -4.303 -1.758 -2.752  -0.190
S -4.933 -2.934 -1.479  1.144
O -4.398 -4.251 -1.765  -0.551
O -6.313 -2.646 -1.189  -0.742
C -3.922 -2.109 -0.143  -0.558
H -5.117 -0.393 -0.061  0.395
H -3.417 0.092 -0.018  -0.438
H -3.232 0.151 -2.314  -0.351
H -4.983 0.165 -2.309  -0.049
H -3.335 -2.227 -2.930  -0.536
H -5.022 -1.819 -3.569  0.789
H -2.865 -2.358 -0.231  -0.246
H -4.174 -2.372 0.884  0.831
C 4.594 -4.408 -0.718  0.324
C 4.578 -5.144 -2.074  -0.664
C 5.948 -5.738 -2.262  -0.845
S 7.103 -4.433 -1.691  1.070
O 7.230 -3.392 -2.723  -0.640
O 8.391 -4.987 -1.161  -0.701
C 6.010 -3.798 -0.382  -0.473
H 4.400 -5.189 0.017  0.201
H 3.874 -3.591 -0.663  -0.261
H 4.498 -4.312 -2.773  0.307
H 3.752 -5.839 -2.222  0.366
H 6.152 -6.130 -3.258  0.451
H 6.060 -6.605 -1.611  0.391
H 6.213 -2.730 -0.299  0.150
H 6.414 -4.268 0.514  0.323
C -4.670 0.873 4.688  -0.783
C -4.122 2.169 4.064  -0.708
C -2.569 2.178 4.072  -0.197
S -2.108 0.493 3.484  1.197
O -1.018 -0.213 4.201  -0.514
O -2.160 0.554 2.037  -0.677
C -3.705 -0.243 4.312  -0.764
H -5.716 0.607 4.539  0.363
H -4.707 1.034 5.765  0.319
H -4.442 3.064 4.598  0.700
H -4.630 2.373 3.121  0.081
H -2.263 2.248 5.116  0.293
H -1.971 2.934 3.564  0.040
H -3.479 -0.806 5.217  0.318
H -4.121 -0.877 3.528  0.423
C 3.311 0.090 4.590  0.651
C 3.618 1.384 3.782  -0.215
C 4.535 0.985 2.657  0.022
S 5.763 -0.250 3.388  0.853
O 7.036 0.371 3.844  -0.729
O 5.766 -1.432 2.528  -0.377
C 4.718 -0.457 4.952  -1.124
H 2.831 -0.630 3.926  -0.433
H 2.592 0.258 5.392  -0.057
H 3.983 2.242 4.347  0.515
H 2.641 1.762 3.482  -0.424
H 5.044 1.805 2.150  0.642
H 3.948 0.361 1.983  -0.364
H 5.119 0.328 5.594  0.411
H 4.843 -1.477 5.315  0.611
C 5.958 0.699 -1.339  -0.497
C 4.893 0.512 -2.404  0.027
C 4.812 1.835 -3.162  0.208
S 5.894 3.138 -2.318  0.977
O 5.137 4.412 -2.157  -0.590
O 7.223 3.152 -2.930  -0.692
C 6.017 2.125 -0.843  0.046
H 6.915 0.341 -1.720  0.399
H 5.722 -0.039 -0.573  0.008
H 3.923 0.215 -2.007  -0.588
H 5.193 -0.381 -2.952  0.553
H 3.806 2.209 -2.969  -0.677
H 5.024 1.849 -4.231  0.631
H 5.104 2.283 -0.270  -0.413
H 6.914 2.269 -0.241  0.594
C 3.150 5.290 3.172  -1.166
C 2.681 4.917 1.776  0.419
C 1.295 5.463 1.676  -0.041
S 0.520 5.742 3.400  0.898
O -0.681 4.955 3.575  -0.474
O 0.616 7.141 3.673  -0.674
C 2.009 4.984 4.185  -0.185
H 3.348 6.360 3.238  0.418
H 4.063 4.764 3.450  0.429
H 2.621 3.835 1.660  -0.574
H 3.376 5.260 1.010  0.495
H 0.627 4.670 1.340  -0.377
H 1.147 6.386 1.116  0.454
H 1.783 3.944 4.424  -0.165
H 2.226 5.274 5.213  0.549
C -3.994 5.928 -0.660  -0.852
C -4.133 5.331 0.811  -0.627
C -3.245 4.073 0.792  0.814
S -3.773 3.193 -0.697  1.158
O -4.873 2.215 -0.490  -0.841
O -2.647 2.761 -1.505  -0.305
C -4.309 4.730 -1.627  -0.468
H -3.118 6.554 -0.825  0.243
H -4.863 6.552 -0.870  0.464
H -5.174 5.140 1.071  0.361
H -3.617 5.949 1.547  0.492
H -3.214 3.342 1.600  -0.997
H -2.227 4.386 0.563  -0.228
H -5.365 4.508 -1.780  0.714
H -3.668 4.906 -2.491  -0.205
C -2.970 -7.578 1.274  -0.523
C -1.700 -7.630 2.100  -0.668
C -0.914 -6.319 1.818  -0.196
S -2.196 -5.012 1.533  1.166
O -2.008 -4.486 0.163  -0.345
O -2.307 -4.121 2.685  -0.824
C -3.607 -6.211 1.571  -0.849
H -3.735 -8.282 1.603  0.413
H -2.775 -7.756 0.217  0.173
H -1.157 -8.514 1.765  0.389
H -2.057 -7.832 3.110  0.302
H -0.394 -6.457 0.870  0.264
H -0.396 -5.856 2.658  -0.026
H -4.383 -5.863 0.888  0.368
H -3.982 -6.266 2.593  0.389
C -5.050 3.690 -5.160  -0.730
C -5.041 3.402 -6.705  -0.705
C -6.070 2.232 -6.847  -0.836
S -5.810 1.159 -5.477  1.148
O -4.932 0.053 -5.889  -0.503
O -7.042 0.918 -4.756  -0.725
C -4.860 2.384 -4.485  0.307
H -5.957 4.196 -4.829  0.462
H -4.328 4.427 -4.808  0.188
H -4.111 3.028 -7.133  0.163
H -5.423 4.270 -7.242  0.439
H -6.092 1.616 -7.746  0.453
H -7.064 2.672 -6.768  0.367
H -3.843 2.041 -4.672  -0.393
H -5.206 2.357 -3.452  0.377
C 0.841 5.730 -2.479  -1.140
C -0.475 4.986 -2.381  0.892
C -0.578 4.152 -3.699  -0.472
S 1.049 3.420 -4.031  1.076
O 1.446 3.664 -5.433  -0.835
O 1.097 2.083 -3.390  -0.110
C 1.904 4.651 -2.896  -0.505
H 1.154 6.416 -1.693  0.414
H 0.643 6.420 -3.300  0.406
H -1.337 5.606 -2.136  0.163
H -0.420 4.213 -1.613  -0.540
H -0.666 4.885 -4.501  0.746
H -1.352 3.385 -3.714  -0.444
H 2.634 5.147 -3.535  0.678
H 2.439 4.228 -2.045  -0.175
C 0.357 -0.718 -7.793  -0.642
C -1.025 -1.476 -7.791  -0.456
C -2.067 -0.672 -7.109  -0.727
S -1.253 -0.047 -5.624  1.164
O -1.310 -1.025 -4.550  -0.594
O -1.532 1.354 -5.321  -0.685
C 0.566 -0.266 -6.349  -0.873
H 0.322 0.196 -8.385  0.354
H 1.184 -1.406 -7.967  0.338
H -0.899 -2.429 -7.276  0.029
H -1.271 -1.777 -8.810  0.422
H -2.994 -1.098 -6.724  0.453
H -2.200 0.306 -7.572  0.376
H 1.038 -1.033 -5.735  0.498
H 1.198 0.607 -6.192  0.318
C 0.605 3.532 8.036  -0.620
C 1.270 3.261 9.391  -0.601
C 0.648 1.879 9.798  -0.884
S 0.634 0.848 8.213  1.150
O -0.676 0.305 8.038  -0.640
O 1.931 0.072 8.169  -0.633
C 0.787 2.324 7.099  -0.080
H 0.958 4.445 7.558  0.276
H -0.457 3.727 8.189  0.369
H 1.003 3.962 10.181  0.372
H 2.353 3.286 9.267  0.302
H -0.419 2.009 9.978  0.358
H 1.041 1.332 10.655  0.450
H 0.154 2.263 6.214  0.150
H 1.820 2.169 6.785  0.050
C 0.370 -1.152 0.143  -0.511
C 0.017 -0.530 -1.188  -0.553
C -0.385 0.935 -0.907  0.487
S 0.803 1.578 0.275  -0.223
O 0.215 2.092 1.500  0.298
O 1.977 2.188 -0.365  0.179
C 1.355 -0.161 0.696  0.436
H 0.828 -2.134 0.026  0.814
H -0.539 -1.288 0.728  -0.345
H -0.733 -1.109 -1.726  0.172
H 0.877 -0.652 -1.846  0.185
H -1.340 0.914 -0.383  -0.262
H -0.507 1.573 -1.783  -0.261
H 1.562 -0.275 1.760  -0.447
H 2.279 -0.348 0.150  -0.151

# C60H124N4O18S5

A cluster of 13 separate species, C60H124N4O18S5 in total at a distorted geometry (the ωB97M-V functional and the def2-TZVPD basis, the OMol25 dataset).

Summary:
DFT total energy in eV: -161220.1383
Maximum force in eV/A: 3.79
Net charge: 0
Orbital gap in eV: 8.638

Last column: Mulliken charge in e.
Positions of all 211 atoms, in Å:
O 0.872 -2.766 2.637  -0.638
C 1.710 -2.254 3.308  0.060
O 2.317 -1.142 2.907  1.102
C 3.183 -0.682 3.928  -0.798
C 2.810 -1.427 5.220  -0.871
C 2.108 -2.644 4.723  -0.454
H 3.092 0.405 4.066  0.254
H 4.218 -0.792 3.594  0.664
H 2.148 -0.840 5.875  0.164
H 3.688 -1.710 5.769  0.479
H 1.177 -2.907 5.201  0.324
H 2.691 -3.541 4.624  0.134
O 5.823 1.064 -3.625  -0.563
C 4.805 0.471 -3.759  0.189
O 4.814 -0.900 -3.730  -0.393
C 3.417 -1.354 -3.524  0.085
C 2.575 -0.256 -4.169  0.490
C 3.355 0.949 -3.807  0.605
H 3.332 -1.523 -2.433  -0.246
H 3.308 -2.317 -3.995  0.460
H 1.570 -0.045 -3.747  -0.581
H 2.457 -0.322 -5.280  0.271
H 3.084 1.346 -2.825  -0.798
H 3.287 1.767 -4.538  0.536
O 5.077 -3.931 4.021  -0.616
C 4.718 -4.326 2.947  0.255
O 3.643 -3.817 2.243  0.281
C 3.383 -4.611 1.042  0.599
C 4.591 -5.503 0.751  -0.904
C 5.370 -5.473 2.068  -0.775
H 3.208 -3.932 0.200  -0.360
H 2.446 -5.112 1.260  0.229
H 5.219 -5.179 -0.076  0.328
H 4.233 -6.507 0.445  0.433
H 6.375 -5.107 2.041  0.218
H 5.360 -6.447 2.607  0.346
O -4.487 1.694 -1.269  -0.412
C -4.802 0.738 -0.605  -0.079
O -4.602 -0.569 -0.979  0.377
C -5.106 -1.497 0.006  -0.084
C -6.099 -0.625 0.846  -0.826
C -5.572 0.796 0.682  0.275
H -4.289 -1.892 0.632  -0.343
H -5.528 -2.332 -0.515  0.657
H -6.060 -1.022 1.864  0.363
H -7.077 -0.834 0.424  0.315
H -4.856 1.047 1.464  -0.571
H -6.339 1.546 0.604  0.604
C -2.400 3.819 -2.711  0.288
C -2.348 4.284 -4.104  -0.876
C -1.282 3.372 -4.766  -1.104
S -0.118 2.901 -3.493  1.468
O 1.088 3.596 -3.782  -0.874
O -0.218 1.467 -3.406  -0.590
C -0.947 3.753 -2.166  -0.193
H -2.855 2.807 -2.549  -0.471
H -2.904 4.585 -2.110  0.483
H -2.025 5.302 -4.205  0.374
H -3.281 4.239 -4.702  0.406
H -0.659 3.926 -5.464  0.602
H -1.771 2.559 -5.248  0.085
H -0.370 4.684 -2.000  0.648
H -0.914 3.084 -1.296  -0.641
C 2.216 3.107 -0.419  2.543
C 3.660 2.548 -0.243  -0.423
C 4.642 3.556 -0.910  -1.164
S 3.986 5.141 -0.343  1.294
O 4.286 6.166 -1.257  -0.696
O 4.412 5.260 1.067  -0.671
C 2.278 4.648 -0.375  -1.016
H 1.604 2.643 0.378  -0.797
H 1.809 2.777 -1.397  -1.361
H 3.734 1.505 -0.562  0.003
H 3.878 2.578 0.831  0.613
H 4.600 3.456 -2.022  0.302
H 5.644 3.400 -0.486  0.529
H 1.784 5.050 -1.227  0.443
H 1.855 5.050 0.521  0.334
C -2.057 2.259 5.168  -0.627
C -1.273 3.483 5.519  -0.710
C 0.225 3.048 5.493  -1.179
S 0.232 1.692 4.233  1.065
O 0.502 0.448 4.912  -0.670
O 1.041 2.083 3.122  -0.661
C -1.519 1.757 3.852  0.727
H -3.132 2.412 5.180  0.442
H -1.926 1.467 5.935  0.387
H -1.517 3.884 6.507  0.458
H -1.372 4.343 4.841  0.232
H 0.585 2.586 6.405  0.553
H 0.797 3.911 5.151  0.453
H -1.833 0.759 3.608  -0.437
H -1.661 2.422 3.009  -0.414
C 0.459 -1.232 0.055  0.838
C -0.024 -0.569 -1.228  0.304
C -1.460 -0.173 -1.130  1.507
S -1.470 0.613 0.518  0.169
O -2.705 0.171 1.203  -0.221
O -1.176 2.025 0.471  0.891
C -0.011 -0.291 1.190  0.438
H 1.515 -1.168 0.061  -0.440
H 0.087 -2.251 0.198  -0.765
H 0.079 -1.137 -2.142  0.546
H 0.512 0.378 -1.371  -0.485
H -2.167 -0.978 -0.998  -0.635
H -1.828 0.591 -1.830  -1.415
H -0.310 -0.767 2.131  -0.030
H 0.704 0.474 1.424  -0.313
C -2.610 -3.819 3.531  0.521
C -3.091 -2.439 3.820  -0.162
C -2.309 -1.919 5.058  -0.139
S -2.367 -3.384 6.117  1.176
O -3.692 -3.683 6.510  -0.671
O -1.298 -3.320 7.065  -0.685
C -1.943 -4.448 4.735  -0.801
H -1.802 -3.767 2.814  -0.794
H -3.362 -4.511 3.128  0.620
H -4.157 -2.357 4.121  0.424
H -3.000 -1.797 2.941  -0.331
H -2.830 -1.007 5.456  0.451
H -1.250 -1.735 4.847  -0.266
H -2.232 -5.451 4.985  0.665
H -0.873 -4.374 4.681  0.027
C 8.371 -2.702 1.551  -1.743
C 7.026 -2.563 0.824  0.683
N 6.921 -1.305 0.062  0.474
C 7.778 -1.220 -1.133  -0.305
C 8.198 0.194 -1.401  -0.935
C 5.494 -1.068 -0.283  0.186
C 4.640 -0.660 0.887  0.824
H 8.671 -1.766 2.064  0.328
H 9.132 -3.074 0.892  0.415
H 8.211 -3.394 2.375  0.487
H 6.762 -3.492 0.261  -0.103
H 6.243 -2.526 1.605  -0.357
H 7.339 -1.630 -2.021  0.258
H 8.712 -1.835 -0.879  0.370
H 8.433 0.315 -2.452  0.329
H 9.078 0.402 -0.803  0.404
H 7.393 0.844 -1.061  -0.014
H 5.470 -0.342 -1.101  -0.474
H 5.157 -2.020 -0.767  -0.072
H 3.578 -0.687 0.664  -0.409
H 4.715 -1.410 1.688  -0.656
H 4.832 0.360 1.251  0.029
C -0.637 -5.348 0.667  -1.062
C -1.395 -5.037 -0.590  -0.704
N -0.763 -4.024 -1.443  1.471
C 0.709 -4.243 -1.602  -0.492
C 1.133 -5.650 -2.092  -1.894
C -1.458 -3.951 -2.721  -0.886
C -2.927 -3.638 -2.532  -1.232
H 0.324 -5.865 0.491  0.154
H -1.153 -6.018 1.351  0.558
H -0.425 -4.474 1.290  -0.192
H -1.522 -6.001 -1.147  0.376
H -2.349 -4.606 -0.289  0.544
H 1.123 -3.469 -2.233  0.368
H 1.109 -4.041 -0.616  0.104
H 2.244 -5.708 -2.005  0.430
H 0.775 -6.465 -1.475  0.306
H 0.928 -5.722 -3.115  0.518
H -1.259 -4.858 -3.346  0.290
H -0.931 -3.114 -3.152  0.618
H -3.366 -3.241 -3.508  0.397
H -2.994 -2.795 -1.838  0.038
H -3.477 -4.510 -2.171  0.488
C -4.787 -1.299 -7.748  -1.407
C -5.386 -0.439 -6.697  -0.466
N -4.695 -0.563 -5.415  0.572
C -3.459 0.130 -5.388  -1.278
C -2.609 -0.384 -4.202  0.404
C -5.653 -0.248 -4.310  0.633
C -6.270 1.170 -4.392  -1.214
H -5.412 -1.427 -8.601  0.441
H -4.736 -2.319 -7.319  0.299
H -3.768 -1.119 -8.104  0.310
H -5.511 0.576 -7.035  0.358
H -6.380 -0.872 -6.557  0.413
H -2.965 -0.086 -6.342  0.502
H -3.520 1.246 -5.380  0.172
H -1.575 -0.014 -4.255  -0.041
H -3.016 0.007 -3.277  -0.508
H -2.565 -1.447 -4.211  0.213
H -5.112 -0.202 -3.371  -1.040
H -6.502 -0.937 -4.214  0.497
H -7.025 1.351 -5.162  0.419
H -5.532 1.974 -4.515  0.087
H -6.804 1.239 -3.432  0.439
C -3.099 7.341 0.057  -0.825
C -2.878 7.149 1.563  -0.691
N -3.027 5.783 2.054  0.282
C -2.215 4.787 1.350  0.936
C -0.685 5.014 1.679  -0.092
C -4.409 5.380 2.305  -0.451
C -4.572 4.429 3.511  -0.906
H -4.162 7.227 -0.212  0.266
H -2.469 6.744 -0.593  0.070
H -2.813 8.398 -0.155  0.436
H -1.845 7.495 1.797  0.313
H -3.599 7.725 2.173  0.543
H -2.395 3.758 1.636  -0.941
H -2.405 4.822 0.301  -0.115
H -0.277 6.028 1.533  0.760
H -0.524 4.654 2.661  -0.408
H -0.108 4.469 0.973  -0.670
H -4.860 4.879 1.436  0.166
H -4.908 6.304 2.523  0.599
H -3.994 4.804 4.321  0.299
H -4.220 3.452 3.209  -0.155
H -5.608 4.204 3.688  0.508

Q: What is the maximum force in the second record?
A: 3.79 eV/A

Q: Which formula does entry 1 have?
A: C60H120O30S15

Q: Number 2 is which compound?
A: C60H124N4O18S5